{"formula": "C19H27BN3O8P", "method": "ωB97M-V/def2-TZVPD", "orbital_gap_ha": 0.2420, "smiles": "CC(=O)NCCCCc1cc(C[C@H](O)CN)c(P(=N)(O)O)c2c1C(=O)C(B(O)O)=CC2=O", "total_charge": 0, "symbols": ["H", "C", "H", "C", "H", "O", "H", "C", "C", "H", "C", "H", "O", "H", "C", "O", "H", "H", "C", "C", "H", "H", "H", "H", "H", "H", "C", "N", "H", "C", "N", "O", "O", "O", "C", "C", "C", "H", "B", "C", "C", "H", "H", "H", "C", "H", "P", "H", "H", "O", "C", "H", "H", "C", "C", "O", "N", "H", "H"], "coordinates": [[-1.2744, -0.7491, -4.3543], [-0.5437, -0.1072, -5.0432], [-2.0208, 1.0623, -3.3948], [-0.2267, -1.4731, 0.1402], [-2.5118, 5.0686, -0.8978], [-0.0067, 4.2194, -2.6340], [0.9480, -1.6309, -2.0109], [-0.1914, 1.3187, -4.2856], [3.5660, -0.0250, 2.4205], [0.9310, 5.1931, -0.4447], [0.2906, 0.7464, -1.6643], [-0.0291, -3.7372, -0.4929], [-1.1909, -1.8738, 3.2873], [-1.1682, 0.1806, -6.0026], [-1.6984, -0.8979, 2.5193], [-4.0650, -1.9739, 4.6773], [-4.1728, 2.0264, 2.8240], [1.2328, -2.3080, 2.2222], [-0.1154, -3.0956, 0.4971], [2.6290, -3.3723, 0.7221], [4.2676, -1.7970, 0.0222], [2.3506, -3.6801, -0.3966], [2.2846, 1.7509, 3.2866], [0.3611, -1.6045, -6.1784], [4.8492, -1.7225, 2.3662], [-4.4639, -2.8304, 4.3302], [-3.2339, 1.3649, 2.5614], [0.6690, -0.9160, -5.4474], [0.2058, 2.1568, -5.0322], [-0.4705, 1.8592, -0.7048], [0.2140, 4.5975, 0.0369], [-2.3432, 4.0980, -1.0846], [4.2267, 0.8536, 1.6273], [-5.7393, -0.4193, 3.3651], [0.9520, 1.1816, -3.1041], [-3.1170, -0.1064, 2.9162], [1.1636, -3.2600, 1.5142], [1.0747, -4.2130, 2.2272], [-4.3631, -0.8870, 3.7148], [2.4994, 0.6093, 3.4928], [3.3771, -1.8958, 0.8110], [-1.0750, -3.4717, 1.0960], [2.5697, -1.0751, 0.5124], [2.9616, 0.5628, 4.5881], [-1.1365, 1.2490, 0.7028], [3.3015, -4.2448, 1.1795], [-0.6374, 3.7264, -1.0777], [1.7368, 0.3371, -3.3829], [1.5831, 2.1642, -2.9456], [-1.5025, 1.8330, -3.7778], [-0.9924, -0.3698, 1.0980], [-5.8558, -0.4750, 2.3587], [0.9954, 4.3662, -2.4965], [0.4199, -0.8742, -1.2720], [-1.9837, 2.1613, 1.7875], [-1.7323, 3.4334, 2.1061], [3.8241, -1.5314, 2.2250], [1.4935, 0.0105, 3.4874], [0.8836, -1.5133, -4.5980]], "forces_ev_per_a": [[1.4, 1.5, -1.2], [-0.9, 0.6, -0.2], [1.1, 1.2, -0.7], [-0.4, 3.5, -1.6], [0.8, -1.5, -0.2], [0.4, -1.3, 2.2], [-1.1, 1.9, 1.6], [-0.3, 0.1, -0.1], [3.1, 4.4, -3.7], [-1.0, -0.6, 0.5], [-0.9, -1.3, 1.9], [0.0, 1.5, 2.0], [-3.1, 5.9, -5.0], [1.3, -0.6, 2.0], [1.5, -2.4, 2.3], [-1.5, 1.3, -3.3], [2.1, -1.6, -0.4], [-0.4, -2.2, -1.5], [-0.1, 0.9, 0.8], [-0.7, 0.2, 0.2], [-1.9, -0.3, 1.7], [1.0, 0.9, 2.2], [0.7, -2.5, 0.0], [0.4, 0.9, 0.9], [-1.4, 0.5, -0.4], [0.4, 1.6, 0.9], [1.4, -3.5, 0.1], [-1.3, -0.9, 1.1], [-1.0, -2.0, 1.5], [-0.5, -5.1, 1.3], [-1.2, -1.7, -2.6], [3.0, -0.4, -0.2], [-3.9, -5.4, 4.8], [2.8, -1.9, -1.1], [0.1, -0.7, 1.1], [0.8, 3.8, -1.1], [1.2, -0.2, 0.5], [-0.2, 2.1, -1.7], [-0.5, -0.4, 0.2], [0.3, -0.4, 0.4], [-0.5, 0.2, -1.4], [2.0, 1.1, -1.4], [1.7, -1.9, 0.5], [-0.9, -0.2, -2.4], [1.3, -1.9, -1.5], [-1.5, 2.0, -0.9], [1.4, 3.7, 1.1], [-1.7, 1.8, 0.5], [-1.5, -2.0, -0.4], [1.2, -1.7, -0.1], [0.9, 0.4, -1.9], [0.4, 0.5, 2.2], [-2.4, -0.3, -0.1], [-2.3, 2.5, 2.9], [0.6, 4.0, 1.6], [-1.6, -8.0, -2.3], [-0.4, 1.8, -0.3], [2.0, 1.0, 0.0], [-0.1, 0.8, -1.5]], "mulliken_charge": [0.21, -0.50, 0.36, 0.12, 0.36, -0.52, 0.08, 0.14, 0.40, 0.18, 0.53, 0.41, -0.57, 0.33, 0.08, -0.49, 0.38, 0.07, -0.77, -0.52, 0.30, 0.22, 0.27, 0.29, 0.32, 0.31, -0.40, -0.65, 0.30, 0.66, -0.76, -0.56, -0.56, -0.56, -1.02, -0.14, -0.26, 0.34, 0.54, -0.59, -0.16, 0.25, -0.05, 0.31, -0.06, 0.31, 1.03, 0.47, 0.26, -0.53, 0.34, 0.32, 0.32, -0.71, 0.14, -0.49, -0.29, 0.03, 0.19]}

{"formula": "C4H5N4S", "method": "ωB97M-V/def2-TZVPD", "orbital_gap_ha": 0.3386, "total_charge": 1, "relative_energy_ev": 3.676, "symbols": ["C", "S", "C", "H", "N", "N", "H", "H", "C", "H", "C", "N", "H", "N"], "coordinates": [[1.5291, 0.1277, -0.7108], [-1.5790, -1.0993, -1.8845], [-1.5060, -1.8012, -0.2748], [-1.3375, 1.3264, -1.6074], [-0.8762, -1.7176, 0.8444], [0.5545, 0.3672, -1.2997], [1.8534, 0.5063, 3.2199], [-0.4702, 0.4926, -3.0957], [-0.5996, 0.5335, -2.0145], [2.1069, 0.8921, 1.5469], [0.5769, -0.2823, 1.9587], [1.6057, 0.4087, 2.2841], [-1.9831, -2.8746, -0.3820], [-0.3040, -0.6867, 1.2967]], "forces_ev_per_a": [[0.0, 0.3, -0.1], [0.0, 0.3, 0.7], [-0.1, -2.6, -0.8], [1.7, -1.0, -0.9], [-2.2, -2.0, -1.3], [1.4, 0.3, 0.4], [0.6, 0.3, 1.8], [0.2, 0.7, 0.1], [-3.4, -0.8, 0.6], [0.2, -0.1, -0.1], [0.0, 0.2, -0.8], [-0.7, -0.1, -1.1], [0.7, 2.3, 0.2], [1.5, 2.1, 1.3]], "mulliken_charge": [-0.18, 0.04, 0.08, 0.33, -0.54, 0.01, 0.25, 0.37, -0.45, 0.27, 0.43, -0.28, 0.30, 0.37]}

{"formula": "C6H7Cl2O3S", "method": "ωB97M-V/def2-TZVPD", "orbital_gap_ha": 0.2922, "total_charge": -1, "relative_energy_ev": 1.392, "symbols": ["C", "O", "H", "C", "H", "C", "H", "O", "H", "S", "H", "C", "H", "C", "C", "O", "H", "Cl", "Cl"], "coordinates": [[2.7827, -0.2519, -0.2141], [1.1505, -3.8219, 1.0805], [2.6303, -0.6865, 0.6828], [0.6352, -1.8612, -0.1933], [-1.5949, 0.9239, 0.7110], [-2.5101, 0.4783, 0.3337], [-3.3074, 1.1568, 0.0596], [2.3152, -3.1258, -0.7726], [3.8807, -0.5099, -0.3793], [1.6227, -0.9968, -1.4172], [-1.3545, 0.2634, -1.6541], [1.4446, -3.1088, 0.1141], [2.6202, 0.8875, -0.4037], [-1.9856, -0.3441, -0.7936], [-0.6640, -1.5058, -0.1710], [0.7923, 0.1975, -1.7234], [-3.0501, -0.0140, 1.1647], [-1.5372, -2.4667, 0.9785], [-3.2655, -1.4251, -1.4560]], "forces_ev_per_a": [[2.5, 2.0, -3.6], [0.7, 0.0, -0.6], [-1.1, -0.6, 3.4], [-1.3, 1.9, -2.2], [-0.3, 0.8, 0.4], [-0.1, -0.2, 0.9], [0.4, 0.7, -0.8], [1.6, -1.3, 0.0], [-1.3, 0.3, -0.5], [0.2, 0.3, 0.1], [-2.0, -1.6, 2.2], [-1.3, -0.1, 1.6], [0.2, -2.2, 0.9], [4.1, -1.3, -1.7], [-2.0, 0.6, 0.7], [-0.8, 1.4, -0.8], [0.9, -0.7, -0.5], [-0.7, -0.6, 0.7], [0.4, 0.5, -0.2]], "mulliken_charge": [-0.85, -0.71, 0.32, -0.55, 0.33, -1.13, 0.36, -0.65, 0.27, 0.42, 0.29, 0.60, 0.26, 0.27, 0.60, -0.75, 0.30, -0.18, -0.21]}

{"formula": "CN3O2S", "method": "ωB97M-V/def2-TZVPD", "orbital_gap_ha": [0.2715, 0.1938], "total_charge": -1, "relative_energy_ev": 2.545, "symbols": ["N", "O", "S", "N", "C", "N", "O"], "coordinates": [[1.9302, 0.1266, -0.0038], [2.0382, 1.1772, -0.5325], [-1.6470, 1.0637, 0.3136], [0.9724, -0.5226, 0.3889], [-2.7659, -0.0849, -0.0088], [-3.3902, -0.9971, -0.3799], [2.8623, -0.7629, 0.2225]], "forces_ev_per_a": [[0.5, -1.8, 0.0], [0.6, 2.3, -0.8], [1.1, 0.7, 0.4], [-2.1, -0.6, 0.9], [0.0, -1.3, -0.8], [-0.4, 0.3, 0.4], [0.2, 0.4, 0.0]], "mulliken_charge": [1.17, -0.61, -0.34, -0.40, 0.24, -0.50, -0.56]}

{"formula": "C3H7S", "method": "ωB97M-V/def2-TZVPD", "orbital_gap_ha": 0.2555, "total_charge": -1, "relative_energy_ev": 0.804, "symbols": ["H", "H", "C", "H", "H", "C", "H", "S", "H", "C", "H"], "coordinates": [[1.7572, 3.2804, -0.0523], [1.4200, -0.4199, 0.0505], [0.5996, -0.8888, -0.5733], [-2.3161, -0.0195, 1.2285], [-0.9865, -2.0801, 0.5432], [-0.6776, -1.0441, 0.2486], [-0.9432, 1.0450, 0.4647], [1.1501, 2.0921, -0.1830], [0.9160, -1.8562, -1.0034], [-1.3613, 0.0467, 0.6569], [0.4418, -0.1555, -1.3802]], "forces_ev_per_a": [[0.0, 0.1, 0.0], [-0.8, -0.7, -0.7], [0.2, 0.0, 0.5], [0.9, -0.1, -0.4], [0.1, 1.0, -0.4], [-0.3, 0.5, 0.3], [-0.3, -0.4, -0.1], [0.4, 0.6, 0.0], [0.0, 0.4, 0.2], [-0.2, -0.9, 0.2], [0.1, -0.4, 0.2]], "mulliken_charge": [-0.08, 0.23, -1.09, 0.22, 0.26, 0.22, 0.02, -0.78, 0.29, -0.58, 0.28]}

{"formula": "C4H8O2", "method": "ωB97M-V/def2-TZVPD", "orbital_gap_ha": [0.3037, 0.3046], "total_charge": 0, "relative_energy_ev": 4.848, "symbols": ["H", "O", "H", "H", "C", "C", "C", "O", "H", "C", "H", "H", "H", "H"], "coordinates": [[0.7446, 1.6712, 0.3776], [-1.4431, -0.1693, 0.7970], [2.1372, 1.7839, -0.7127], [-2.0849, -0.7800, -1.0558], [-2.0461, 0.0352, -0.3394], [1.5962, 1.1212, -0.0281], [1.1135, -0.0917, -0.7901], [1.8275, -0.9755, -1.2038], [-2.6570, 0.9236, -0.3836], [-0.6696, -1.1664, 1.0994], [2.2875, 0.8594, 0.7777], [-0.2445, -1.1465, 2.0919], [-0.5859, -1.9982, 0.4054], [0.0247, -0.0670, -1.0354]], "forces_ev_per_a": [[0.1, 0.0, 0.0], [-0.1, 0.5, 0.4], [-0.1, -0.1, 0.0], [-0.1, 0.2, 0.1], [-0.4, -0.1, -0.5], [0.0, 0.1, 0.1], [0.2, 0.0, -0.2], [-0.2, 0.3, 0.2], [0.1, -0.1, 0.0], [0.4, -0.6, 0.0], [-0.1, -0.1, -0.2], [-0.1, 0.0, -0.2], [0.0, 0.1, 0.2], [0.3, -0.1, -0.1]], "mulliken_charge": [0.25, -0.24, 0.32, 0.36, -0.56, -0.87, 0.33, -0.54, 0.27, -0.55, 0.27, 0.32, 0.36, 0.27]}

{"formula": "C3H8N4S", "method": "ωB97M-V/def2-TZVPD", "orbital_gap_ha": 0.3011, "smiles": "CN/C(=N\\C=S)NN", "total_charge": 0, "relative_energy_ev": 2.166, "symbols": ["H", "H", "N", "C", "H", "N", "N", "S", "H", "H", "C", "C", "N", "H", "H", "H"], "coordinates": [[-0.5278, 0.9929, -1.6621], [0.6062, 2.4531, -0.7251], [-0.0556, 1.3524, 0.8090], [-0.9423, -2.0921, 1.4086], [-1.4488, -2.0635, 0.3952], [0.9006, 2.2248, 0.2493], [-0.3559, -0.8603, 1.7776], [-1.1031, -3.4420, 2.3748], [0.2516, -1.5250, -0.5050], [1.2013, 0.5361, -2.0723], [-0.0745, -0.0984, 0.7136], [0.1471, 0.1012, -1.8447], [0.0918, -0.5676, -0.5200], [-0.3076, -0.6088, -2.5096], [-0.3376, 1.5494, 1.7817], [1.9545, 2.0480, 0.3292]], "forces_ev_per_a": [[0.6, -1.0, -0.9], [0.8, -0.2, 1.4], [-0.1, -2.3, 1.6], [-0.3, 0.4, 0.9], [0.5, -0.3, 1.1], [0.7, 0.1, -1.1], [-0.3, -0.4, -2.0], [0.3, 1.4, -1.1], [0.4, -1.8, -0.4], [-1.8, -1.2, 0.0], [-0.2, 2.2, 0.5], [0.3, 2.2, 2.5], [0.7, 0.7, -0.9], [0.3, 0.1, -0.8], [0.5, 0.4, -0.8], [-2.3, -0.3, 0.0]], "mulliken_charge": [0.33, 0.25, -0.13, -0.32, 0.28, -0.56, -0.59, -0.27, 0.31, 0.24, 0.71, -0.90, -0.24, 0.36, 0.29, 0.25]}

{"formula": "C3H12NO", "method": "ωB97M-V/def2-TZVPD", "orbital_gap_ha": [0.1364, 0.4370], "total_charge": 0, "multiplicity": 2, "relative_energy_ev": 1.810, "s_squared": 0.7506, "symbols": ["N", "H", "H", "H", "H", "H", "O", "H", "H", "H", "H", "H", "C", "H", "H", "C", "C"], "coordinates": [[-0.0220, -1.1846, 0.0393], [1.0770, -0.0671, 1.4613], [0.2855, -0.3223, -0.5211], [0.5850, -1.8680, 2.1207], [0.2440, 2.8259, -2.1302], [-1.6476, -1.5281, 1.3615], [0.8141, 1.1503, -1.0199], [-0.9498, 2.0800, -1.1627], [0.1704, -2.1105, -0.4838], [1.8802, -1.5407, 0.8366], [0.3180, 3.0850, -0.3302], [-1.9760, -1.7847, -0.4224], [-1.4637, -1.2019, 0.3541], [1.6232, 1.3647, -0.5076], [-1.9765, -0.2003, 0.3256], [0.1105, 2.4053, -1.1514], [0.9276, -1.1030, 1.2301]], "forces_ev_per_a": [[0.7, 0.4, 0.9], [-0.2, 0.4, 0.7], [-0.8, -1.1, 0.0], [0.6, 2.3, -2.2], [0.6, 0.4, -0.3], [0.1, -0.7, 0.2], [1.2, 1.2, 0.5], [0.4, 0.6, 0.4], [0.3, 0.5, 0.0], [-0.5, 0.4, 0.2], [0.0, 0.1, -0.1], [0.2, -0.3, 0.4], [-1.3, 1.7, -0.5], [-0.3, -0.5, -0.5], [1.1, -0.6, -0.1], [-1.6, -1.5, -0.1], [-0.4, -3.3, 0.6]], "mulliken_charge": [-0.12, 0.42, -0.11, 0.59, 0.27, 0.34, -0.03, 0.20, 0.85, 0.38, 0.33, 0.54, -1.34, 0.18, 0.25, -0.93, -1.79]}

Calculated total energy values, unit eV, following the record order: -50941.099 -21013.071 -48356.469 -20432.702 -14059.657 -8368.433 -20034.071 -6838.601.